one:
C2H7N4 | ωB97M-V/def2-TZVPD

Last columns: bonded neighbours and bond lengths (Å).
Element x y z (Å)
1 C 1.57810 0.61089 0.08235  N4 1.516, N5 1.436, H7 1.067, H8 1.074
2 C -2.05272 -0.16835 -0.19003  N6 1.445, H9 1.161, H10 1.224, H11 1.168
3 N 0.14686 -1.16148 -0.32328  N4 1.246, N6 1.202
4 N 1.35088 -0.84168 -0.28880  C1 1.516, N3 1.246, H12 1.020
5 N 0.25031 0.87175 0.56208  C1 1.436, N6 1.595, H13 1.028
6 N -0.64767 -0.35838 0.08806  C2 1.445, N3 1.202, N5 1.595
7 H 2.41909 0.79907 0.71193  C1 1.067
8 H 1.78443 1.16800 -0.81233  C1 1.074
9 H -2.12543 -0.53896 -1.28769  C2 1.161
10 H -2.13734 1.05252 -0.15566  C2 1.224
11 H -2.77369 -0.62975 0.60455  C2 1.168
12 H 2.12339 -1.45770 -0.54357  N4 1.020
13 H 0.08381 0.65409 1.55240  N5 1.028

Values from the calculation:
E_LUMO = -0.1577 Eh
SMILES = C[N+]1=NNCN1
Charge = +1

two:
C2H7N4 | ωB97M-V/def2-TZVPD

Last columns: bonded neighbours and bond lengths (Å).
Element x y z (Å)
1 C 0.71937 0.43857 1.86402  C2 1.318, N3 1.394, H7 1.133
2 C 0.82106 -0.55414 1.00379  C1 1.318, N3 1.522, H8 1.036
3 N -0.16674 -0.59506 2.16161  C1 1.394, C2 1.522, H11 1.100
4 N 0.70355 0.37656 -1.81598  N5 1.280, H9 1.012, H10 0.960
5 N -0.08151 -0.43020 -1.20614  N4 1.280, N6 1.258
6 N -1.31548 -0.21526 -1.09016  N5 1.258, H12 1.127, H13 0.965
7 H 0.89862 1.51688 2.16130  C1 1.133
8 H 1.31834 -1.34860 0.56153  C2 1.036
9 H 1.65128 0.26909 -1.47689  N4 1.012
10 H 0.40648 1.27874 -1.95195  N4 0.960
11 H -1.25683 -0.44517 2.17836  N3 1.100
12 H -1.83480 0.68699 -1.52200  N6 1.127
13 H -1.86333 -0.97839 -0.86749  N6 0.965

Values from the calculation:
E_LUMO (spin up / spin down) = -0.1914 / -0.1914 Eh
Charge = +1

three:
C2H7N4 | ωB97M-V/def2-TZVPD

Last columns: bonded neighbours and bond lengths (Å).
Element x y z (Å)
1 C 0.08126 -0.58678 -0.19895  N3 1.452, N4 1.339, N5 1.314
2 C 1.69336 1.27465 0.11145  N3 1.234, H7 1.156, H8 1.057
3 N 1.00575 0.48095 -0.53679  C1 1.452, C2 1.234
4 N -1.22883 -0.32325 -0.11006  C1 1.339, N6 1.386, H9 0.951
5 N 0.55644 -1.81138 -0.17308  C1 1.314, H10 1.039, H11 1.089
6 N -1.88436 0.89205 0.00922  N4 1.386, H12 1.102, H13 0.948
7 H 2.32451 2.13385 -0.33588  C2 1.156
8 H 1.62820 1.19404 1.16367  C2 1.057
9 H -1.78738 -1.06421 -0.31642  N4 0.951
10 H 1.40073 -2.12102 -0.69344  N5 1.039
11 H -0.15523 -2.56471 0.16041  N5 1.089
12 H -1.06641 1.58834 0.25343  N6 1.102
13 H -2.56805 0.90748 0.66643  N6 0.948

Values from the calculation:
E_LUMO = -0.1300 Eh
SMILES = C=NC(=[NH2+])NN
Charge = +1

Which one is the least stable? From the structures above, two.